73
Properties=species:S:1:pos:R:3:forces:R:3 method="wB97M-V/def2-TZVPD" e_above_lowest_ev=0.000 e_lumo_ha=0.0993 homo_lumo_gap_ev=5.81 charge=-1 energy_ev=-71402.062
Al 0.2705 -0.7075 0.0988 -0.3 3.1 -0.6
Cl 0.1437 0.0650 -2.1740 0.4 -0.5 -1.1
P -0.3858 -2.8888 -0.5052 0.1 0.7 0.7
C 0.6781 -3.5195 -1.8759 -0.2 -0.3 -0.3
C -0.0932 -3.8906 1.0316 -0.2 -0.7 -0.5
C -2.1284 -2.8719 -1.0959 0.0 -0.4 -0.2
C 2.0315 -2.8047 -1.9574 0.2 0.1 -0.2
H 0.1088 -3.2408 -2.7806 0.1 -0.1 0.3
C 0.8502 -5.0428 -1.8420 0.1 -0.1 -0.2
H 1.4322 -5.3499 -0.9626 -0.1 0.0 -0.2
H 1.4036 -5.3643 -2.7377 -0.1 0.1 0.2
H -0.1063 -5.5819 -1.8352 0.2 0.1 0.1
H 1.8909 -1.7499 -2.2267 0.0 -0.3 0.2
H 2.6496 -3.2722 -2.7397 -0.2 0.0 0.1
H 2.5864 -2.8401 -1.0132 -0.1 0.0 -0.2
H -2.0335 -2.2245 -1.9875 0.1 -0.2 0.3
C -3.1496 -2.1970 -0.1597 -0.1 0.1 0.0
C -2.5806 -4.2762 -1.5099 -0.3 -0.1 -0.2
H -2.0328 -4.6378 -2.3867 -0.1 0.0 0.1
H -3.6503 -4.2794 -1.7668 0.2 0.0 0.0
H -2.4422 -4.9986 -0.6912 0.0 0.2 -0.2
H -2.7285 -1.3772 0.4360 0.0 -0.2 -0.2
H -3.6109 -2.9285 0.5159 0.1 0.1 -0.1
H -3.9552 -1.7741 -0.7801 0.2 -0.1 0.2
C 1.2547 -3.4675 1.6341 0.0 0.2 0.1
H -0.0399 -4.9628 0.7654 -0.1 0.3 0.1
C -1.2466 -3.6865 2.0191 0.0 0.2 0.2
H 2.1051 -3.7260 0.9877 -0.2 0.1 0.2
H 1.3897 -3.9573 2.6063 0.0 -0.1 -0.2
H 1.2996 -2.3815 1.8143 0.0 -0.4 0.0
H -1.4473 -2.6175 2.1973 0.0 -0.3 -0.1
H -0.9830 -4.1393 2.9855 0.0 0.1 -0.2
H -2.1790 -4.1517 1.6738 0.3 0.1 0.0
H 1.8453 -0.9478 0.0097 0.1 0.0 0.1
H -1.0281 0.3105 0.0645 0.1 -0.8 0.2
P 0.4631 3.2226 -0.5890 -0.4 -4.0 1.5
C -0.8249 3.7513 -1.7474 0.2 0.5 -0.2
C 0.3048 3.9475 1.1142 0.4 1.4 -0.6
C 2.1424 3.0806 -1.3020 -0.1 0.8 -0.2
C -2.0740 2.8671 -1.5275 -0.1 0.0 -0.2
H -0.4332 3.5256 -2.7562 0.0 0.0 0.4
C -1.0468 5.2592 -1.6458 -0.5 0.3 -0.6
H -1.5322 5.5326 -0.6995 0.2 0.0 -0.2
H -1.6985 5.5890 -2.4677 -0.1 0.2 0.2
H -0.1002 5.8139 -1.7392 -0.3 -0.2 0.1
H -1.8358 1.8127 -1.7497 0.0 0.5 0.1
H -2.9062 3.1908 -2.1781 0.2 0.0 0.1
H -2.4114 2.8972 -0.4850 0.0 0.0 -0.3
H 1.9647 2.5193 -2.2376 -0.2 0.3 0.3
C 3.1145 2.1996 -0.4658 -0.1 0.0 0.0
C 2.6425 4.4900 -1.6322 0.9 -0.1 -0.3
H 2.0593 4.9311 -2.4533 0.1 -0.1 0.3
H 3.6920 4.4592 -1.9558 0.0 0.2 0.0
H 2.5736 5.1602 -0.7620 0.1 -0.2 -0.2
H 2.5873 1.6018 0.2920 0.2 0.2 -0.3
H 3.8978 2.7996 0.0226 -0.3 -0.1 0.0
H 3.6199 1.4740 -1.1194 -0.1 0.3 0.1
C -1.0856 3.6016 1.6744 0.1 -0.2 0.0
H 0.4264 5.0465 1.0039 -0.1 -0.2 0.6
C 1.3981 3.3777 2.0354 -0.2 -0.2 0.0
H -1.9102 4.0917 1.1405 0.3 -0.1 0.1
H -1.1621 3.8966 2.7305 0.1 0.0 -0.1
H -1.2243 2.5095 1.6151 -0.1 0.3 0.0
H 1.3035 2.2798 2.0665 0.1 0.3 0.0
H 1.2773 3.7431 3.0671 -0.1 0.0 -0.3
H 2.4116 3.6400 1.7109 -0.2 -0.1 0.0
F -1.1757 -0.0216 5.0529 0.7 -0.1 -0.3
C -0.1218 -0.0802 4.2126 0.2 0.5 -0.5
F 0.6907 0.9903 4.4795 -0.7 -0.8 0.0
F 0.5935 -1.2061 4.4754 -0.4 0.5 0.4
C -0.5338 -0.1417 2.6949 -0.3 0.3 -0.5
O -1.7108 -0.2441 2.3730 0.6 -0.2 1.2
O 0.5058 -0.1275 1.9399 -0.3 -0.8 0.9

=====

72
Properties=species:S:1:pos:R:3:forces:R:3 method="wB97M-V/def2-TZVPD" e_lumo_ha=0.0082 homo_lumo_gap_ev=8.34 charge=0 energy_ev=-36018.142 smiles="CCB(O)[C@@H]1OC(=O)O[C@H]1CCCF.CCN(CC)CC.CCN(CC)CC"
C 2.5358 -2.6334 5.9807 0.2 0.2 -0.2
C 1.9170 -3.2935 4.7411 -0.2 0.0 1.0
B 0.4300 -2.8927 4.4359 0.6 -0.1 0.1
O -0.4240 -3.8743 3.9660 -0.7 0.3 0.7
C -0.1882 -1.4450 4.5548 0.7 0.4 -0.5
O 0.5562 -0.4177 5.2522 -0.7 -0.6 0.0
C -0.3603 0.5798 5.5527 0.9 -3.6 -1.3
O 0.0269 1.5688 5.9735 0.9 4.7 1.8
O -1.5988 0.1974 5.3076 -0.4 -0.6 0.0
C -1.5445 -1.2744 5.1767 -0.3 1.1 -0.7
C -2.7789 -1.6707 4.3894 -0.4 -0.4 0.5
C -3.7936 -2.3993 5.2719 0.3 -0.2 0.0
C -3.2117 -3.5770 6.0314 0.1 0.0 -0.3
F -3.0758 -3.2774 7.3753 0.0 0.1 0.5
H 3.4611 -3.1152 6.2624 0.3 -0.3 0.0
H 1.8955 -2.6542 6.8557 -0.3 0.0 0.1
H 2.7768 -1.6020 5.7697 0.0 0.3 0.1
H 1.9287 -4.3718 4.8920 0.0 -0.3 -0.2
H 2.5708 -3.1141 3.8933 0.0 0.1 -0.4
H -0.4262 -4.6150 4.5886 0.3 -0.3 -0.7
H -0.1395 -1.0684 3.5193 -0.7 -0.3 -0.3
H -1.4885 -1.5809 6.2195 -0.3 -0.6 0.0
H -2.5508 -2.2173 3.4840 0.3 -0.3 -0.1
H -3.2519 -0.7518 4.0810 0.0 0.4 -0.3
H -4.1300 -1.6780 6.0041 -0.3 0.1 0.3
H -4.6558 -2.7448 4.7155 -0.2 0.2 -0.3
H -3.8260 -4.4632 5.9483 -0.2 -0.2 0.1
H -2.2225 -3.8154 5.6578 0.2 -0.1 -0.1
C 0.9001 3.0833 -1.4527 0.0 0.0 0.0
C -0.1063 1.9432 -1.3999 0.0 0.2 0.0
N 0.4188 0.7430 -0.7793 0.0 -0.3 -0.1
C -0.4132 -0.4286 -0.9900 -0.1 -0.1 -0.2
C -1.8215 -0.4337 -0.3820 0.0 -0.1 0.0
C 0.9525 0.9066 0.5610 0.2 0.2 0.2
C 0.0219 1.4717 1.6410 0.1 -0.1 0.2
H 1.8275 2.7620 -1.9299 0.0 0.0 0.0
H 0.4894 3.9094 -2.0353 0.0 0.0 0.0
H 1.1350 3.4707 -0.4604 0.0 0.0 0.0
H -0.3840 1.6977 -2.4287 -0.1 -0.2 0.1
H -1.0238 2.3024 -0.9078 0.0 0.0 0.0
H 0.1282 -1.3108 -0.6366 0.1 0.1 0.1
H -0.5126 -0.5706 -2.0717 0.0 0.1 0.0
H -1.7971 -0.5794 0.6978 0.0 0.1 0.0
H -2.3980 -1.2609 -0.8020 0.0 0.0 0.0
H -2.3666 0.4860 -0.5959 0.0 0.0 0.0
H 1.8298 1.5562 0.5005 0.0 0.0 -0.1
H 1.3509 -0.0546 0.8979 -0.1 -0.1 -0.1
H -0.5362 2.3427 1.2961 0.0 0.0 0.0
H 0.6136 1.7852 2.5045 0.0 0.0 0.0
H -0.6888 0.7265 1.9993 -0.1 0.1 -0.1
C 2.4156 1.6573 -8.4301 0.0 0.1 0.0
C 1.1204 1.4266 -7.6648 0.1 0.1 -0.1
N 1.3319 0.9502 -6.3120 -0.1 -0.2 0.2
C 0.1244 0.4471 -5.6811 -0.2 -0.1 0.0
C -1.0196 1.4359 -5.4236 0.0 -0.1 0.1
C 2.1842 1.7766 -5.4753 0.3 0.1 0.0
C 1.7801 3.2396 -5.2560 0.0 0.0 0.1
H 3.0407 0.7635 -8.4164 0.0 0.0 0.1
H 2.1907 1.8969 -9.4703 0.0 0.0 0.0
H 2.9901 2.4896 -8.0210 0.0 0.0 0.0
H 0.5463 0.6688 -8.2051 -0.1 0.0 0.1
H 0.5216 2.3506 -7.6947 0.0 0.0 -0.1
H 0.3972 -0.0351 -4.7375 0.1 0.1 0.0
H -0.2644 -0.3600 -6.3110 0.1 0.0 -0.1
H -0.7994 2.1053 -4.5931 0.0 0.1 -0.1
H -1.9257 0.8863 -5.1579 0.0 0.0 0.0
H -1.2495 2.0386 -6.3027 0.0 0.0 0.0
H 3.1907 1.7650 -5.9027 0.0 0.0 -0.1
H 2.2965 1.2891 -4.5031 -0.2 -0.1 0.0
H 1.4879 3.7372 -6.1819 0.0 0.0 0.0
H 2.6262 3.7942 -4.8443 0.0 0.0 0.0
H 0.9626 3.3302 -4.5420 -0.1 0.0 -0.1